Entry from the OMol25 dataset: C23H20Cl2N4O3PdSe as an isolated structure (the ωB97M-V functional and the def2-TZVPD basis).

```
54
Properties=species:S:1:pos:R:3
Pd 1.8794 1.3435 -1.1275
Se 6.0898 1.5646 -2.6450
Cl 2.1996 3.0513 0.6126
Cl 3.6888 0.4102 0.3355
O 0.3613 -1.7380 -1.2072
O 0.5360 2.3031 -1.9089
O 0.0311 1.6851 1.8189
N 1.9930 -0.1590 -2.4982
N 0.4494 0.2733 0.0172
N 3.2773 2.3146 -2.2507
N -0.9567 -1.3847 0.5986
C 0.4688 -0.8438 3.5715
C -5.0941 1.3293 1.7253
C -4.1533 1.6601 2.6940
C -2.8910 1.0953 2.6596
C -0.1515 0.6726 1.1904
C 0.4973 0.6114 -4.3542
C 2.2160 -1.0347 -4.7286
C 4.4062 2.0074 -2.4054
C 0.7644 -0.4045 -6.5305
C 0.7882 -1.4721 4.7674
C 3.4095 1.9253 1.2464
C 0.1111 0.4752 -5.6810
C -1.6999 -1.8598 3.6206
C -2.5552 0.1890 1.6574
C -1.3831 -2.4877 4.8141
C -0.0160 -1.0093 -0.2893
C 1.5650 -0.1309 -3.8988
C -0.1368 -2.2931 5.3935
C 1.8206 -1.1662 -6.0484
C -3.4894 -0.1286 0.6837
C -4.7579 0.4388 0.7203
C -1.1566 -0.4096 1.6504
C -0.7790 -1.0279 2.9916
H -2.6768 -2.0129 3.1764
H -3.2287 -0.8041 -0.1200
H -2.1533 1.3661 3.4037
H -5.4772 0.1884 -0.0486
H -1.3151 -2.3242 0.5985
H 2.3363 -1.8639 -6.6944
H 0.0063 1.2987 -3.6757
H 3.1100 1.6250 2.2437
H 1.4798 -0.9539 -2.0191
H -2.1125 -3.1274 5.2938
H -6.0800 1.7748 1.7499
H 0.4544 -0.4983 -7.5626
H 3.0354 -1.6356 -4.3496
H 1.2023 -0.2086 3.0928
H -4.4020 2.3670 3.4748
H 2.9771 -0.4292 -2.5029
H 1.7645 -1.3181 5.2087
H 4.3493 2.4645 1.2562
H -0.7139 1.0713 -6.0485
H 0.1116 -2.7798 6.3274
```

As for the energy above the lowest of the compared OMol25 structures with the same formula, charge and spin: 46.12 kcal/mol. Its HOMO energy (spin up / spin down) is -8.39 / -8.39 eV. Its net charge is 0. The calculation puts the max |F| at 0.0423 hartree/bohr.


Entry from the OMol25 dataset: an isolated molecule of C3H5N3OS (the ωB97M-V functional and the def2-TZVPD basis).

```
13
Properties=species:S:1:pos:R:3
S 1.4869 0.1280 -2.0849
O -0.7198 2.3097 0.9283
N 0.5018 -0.3519 -0.8657
N -0.3322 1.6636 -0.2534
N -0.5509 -1.9051 0.4338
C -0.2616 0.3947 -0.1189
C 0.2203 -1.6797 -0.5254
C -0.7384 -0.5240 1.0591
H 2.6281 -0.0741 -1.3049
H -1.8115 -0.2943 1.5897
H -0.8610 3.1983 0.5455
H 0.0051 -0.3861 1.9287
H 0.4331 -2.4792 -1.3319
```

As for the energy above the lowest of the compared OMol25 structures with the same formula, charge and spin: 96.51 kcal/mol. The SMILES is O/N=C1\CN=CN1S. Its HOMO energy is -8.48 eV. Its net charge is 0. The calculation puts the max |F| at 0.1196 hartree/bohr.


Entry from the OMol25 dataset: an isolated molecule of C14H20N2O3S (the ωB97M-V functional and the def2-TZVPD basis).

```
40
Properties=species:S:1:pos:R:3
S 1.2644 -2.7152 -0.9301
O 1.6753 -1.4081 2.5763
O -2.0328 -4.2723 -0.0814
O -1.6995 -2.2034 -0.1973
N 3.0957 -1.7108 1.0974
N 0.0243 -0.4363 -1.9141
C 1.9052 -1.1151 1.4266
C 0.8191 3.9266 -0.9673
C -2.4394 -2.2815 1.2604
C -0.4186 -3.2192 -1.7940
C -1.5156 -3.2848 -0.5456
C 0.2556 1.5932 -0.5595
C -1.1369 1.4644 -2.7733
C 1.4332 1.7015 1.8767
C 0.9639 -0.9510 -0.8002
C -0.3051 3.0780 -0.4718
C -0.1953 0.8350 -1.4768
C 0.8515 1.0638 0.5976
C -1.9165 -1.0436 2.1884
C 1.1150 -0.3831 0.2875
H -2.2610 -3.2767 1.8078
H -1.0718 0.6179 -3.5635
H -0.6447 2.3568 -3.1423
H -2.4077 -0.9238 3.0787
H -1.9402 1.6438 -2.1275
H 3.3749 -1.6405 0.1803
H 2.2844 0.9996 2.3282
H 1.9558 2.5051 1.5044
H 1.0220 3.6655 -2.0041
H 0.4560 2.0974 2.4986
H -0.1480 3.2805 0.7931
H 0.7033 4.9999 -1.0202
H -3.4722 -2.0163 0.9775
H 1.9755 3.7583 -0.4728
H -0.8704 -2.4407 -2.4151
H -0.9703 -1.1479 2.5911
H 3.6527 -2.3854 1.5245
H -0.3200 -4.1317 -2.2938
H -1.8532 0.0464 1.7379
H -1.2087 3.3541 -0.7820
```

As for the energy above the lowest of the compared OMol25 structures with the same formula, charge and spin: 233.31 kcal/mol. The SMILES is CCOC(=O)CSc1nc(C)c(CC)c(C)c1C(N)=O. Its HOMO energy is -8.53 eV. Its net charge is 0. The calculation puts the max |F| at 0.2752 hartree/bohr.


Entry from the OMol25 dataset: C10H11ClF5GdTi as an isolated structure (the ωB97M-V functional and the def2-TZVPD basis).

```
29
Properties=species:S:1:pos:R:3
Gd 0.6110 0.0370 -3.8478
Ti 0.1013 -0.8405 0.5990
Cl 1.3166 0.1077 -1.2470
F 1.2348 -1.5007 4.7697
F 1.1095 -2.0771 1.4216
F 1.0794 3.3499 4.1934
F 1.3834 1.0622 5.7038
F 0.3241 3.0702 1.5656
C -1.5282 0.9916 -4.5456
C 0.8063 2.1163 3.6637
C 1.0111 0.9220 4.4244
C 0.9470 -0.4113 4.0001
C 0.4279 1.9565 2.3073
C 0.3524 0.6359 1.8076
C -1.8843 -0.9728 0.4593
C 2.4112 1.5909 -4.0784
C 0.5304 -0.3210 2.7420
C 1.0751 -1.9406 -4.7003
H 2.6191 1.4236 -5.1410
H 0.3295 -2.5578 -5.2395
H 3.3119 1.3252 -3.4913
H -1.7036 2.1006 -4.4203
H -2.1775 -1.1642 -0.5837
H -1.9539 -1.7835 1.2030
H -2.4502 0.4014 -4.3344
H -1.3019 0.8395 -5.6043
H 2.1905 2.6905 -3.9773
H -2.3899 -0.0256 0.6969
H 2.0880 -2.3044 -4.9625
```

As for the expectation value of S²: 20.225. As for the energy above the lowest of the compared OMol25 structures with the same formula, charge and spin: 0.00 kcal/mol. Its HOMO energy (spin up / spin down) is -4.49 / -4.49 eV. Its net charge is -1. The calculation puts the max |F| at 0.0918 hartree/bohr. The spin multiplicity is 9.


Entry from the OMol25 dataset: a 3-piece molecular cluster, C4H16NO2 overall (the ωB97M-V functional and the def2-TZVPD basis).

```
23
Properties=species:S:1:pos:R:3
O -1.4946 -3.1667 3.1641
O -1.4913 -0.9614 1.4363
N 0.2401 0.8114 0.6622
C 0.0517 0.6785 -0.9405
C 2.6124 0.3713 -1.2298
C -1.3574 1.0241 -1.3744
C 1.3404 1.2636 -1.5574
H 3.1219 0.6051 -2.2083
H 1.2818 0.7818 0.7526
H -0.3206 1.5742 1.0479
H -1.4319 0.7856 -2.4010
H -2.0963 0.6158 -0.7200
H -1.7593 -1.8378 1.9090
H -1.6364 2.0337 -1.3218
H 1.2051 1.2274 -2.6201
H -0.1012 -0.4839 -1.1671
H -2.3675 -0.6272 1.3183
H -0.6518 -3.5079 2.7832
H 1.3394 2.3390 -1.2250
H 2.1489 -0.6904 -1.1039
H -0.2202 -0.0349 1.2116
H 3.1579 0.8582 -0.3290
H -1.5708 -3.6594 3.9132
```

As for the energy above the lowest of the compared OMol25 structures with the same formula, charge and spin: 51.30 kcal/mol. Its HOMO energy is -15.36 eV. Its net charge is +1. The calculation puts the max |F| at 0.0899 hartree/bohr.


Entry from the OMol25 dataset: a 2-piece molecular cluster, C2H4O2S2 overall (the ωB97M-V functional and the def2-TZVPD basis).

```
10
Properties=species:S:1:pos:R:3
S 1.4606 0.5297 -0.1189
S 2.1365 -1.2971 -0.2801
O 1.4272 1.3721 -1.2517
O 1.4206 1.0978 1.1948
C -1.1484 -0.0270 0.7077
C -0.8593 -0.4395 -0.5307
H -1.6494 0.8935 0.7823
H -0.4903 -1.4424 -0.7931
H -0.8987 -0.7143 1.5449
H -1.3987 0.0275 -1.2552
```

As for the energy above the lowest of the compared OMol25 structures with the same formula, charge and spin: 68.67 kcal/mol. The SMILES is O=S(=O)=S.C=C. Its HOMO energy is -9.93 eV. Its net charge is 0. The calculation puts the max |F| at 0.0606 hartree/bohr.